# 1
69
Properties=species:S:1:pos:R:3:nbo_charge:R:1 method="wB97M-V/def2-TZVPD" smiles="COc1cc(NC(=O)[C@H]2CC[C@H](CNc3c(N4CCC(C)CC4)c(=O)c3=O)CC2)cc(OC)c1" de_lowest_kj_mol=279.22 homo_lumo_gap_ev=8.17 largest_force_ha_per_bohr=0.0156 e_lumo_ev=0.439 e_homo_ev=-7.73 energy_ev=-42237.64817
O 2.777 -1.882 3.783 -0.57
O 1.343 2.043 -8.310 -0.49
O 1.497 5.466 -5.007 -0.49
O -0.018 2.021 -1.901 -0.61
O 1.348 -1.882 6.757 -0.57
N 0.080 -3.030 2.459 -0.60
N -1.347 -3.091 5.494 -0.40
N 0.141 0.927 -3.895 -0.60
C -0.169 -2.703 4.977 0.10
C -2.547 -1.355 6.719 -0.41
C -3.781 -1.579 5.839 -0.22
C 0.762 1.557 -6.105 -0.33
C 1.427 3.805 -6.633 -0.38
C 1.361 -0.747 -0.329 -0.40
C -1.294 -0.128 -0.660 -0.41
C 1.236 4.164 -5.297 0.35
C 1.773 2.948 -9.298 -0.25
C 0.574 1.921 -4.781 0.19
C 0.444 -1.207 0.814 -0.24
C 1.702 -2.175 4.257 0.41
C -1.022 -1.233 0.353 -0.40
C -1.707 -2.631 6.821 -0.22
C -0.504 -0.342 -1.958 -0.30
C 1.328 5.903 -3.678 -0.25
C 0.877 -2.588 1.335 -0.21
C -3.342 -2.124 4.476 -0.41
C 1.190 2.502 -7.037 0.35
C -0.115 1.010 -2.561 0.70
C 1.051 -2.183 5.623 0.44
C -2.497 -3.385 4.670 -0.20
C 0.433 -2.681 3.713 0.16
C -4.580 -0.289 5.680 -0.60
C 0.788 -1.139 -1.686 -0.40
C 0.810 3.228 -4.367 -0.35
H 1.065 3.772 -9.423 0.18
H 2.353 -1.179 -0.199 0.22
H 1.825 2.373 -10.221 0.20
H -2.361 -0.078 -0.884 0.21
H 2.764 3.352 -9.068 0.18
H -1.000 0.834 -0.234 0.24
H 1.591 6.960 -3.681 0.20
H 0.020 0.021 -4.327 0.40
H -4.216 -2.352 3.862 0.21
H 1.758 4.571 -7.312 0.23
H -2.283 -3.423 7.311 0.19
H -1.255 -2.199 -0.104 0.18
H 0.656 3.482 -3.334 0.26
H 1.468 0.338 -0.302 0.22
H 1.990 5.366 -2.993 0.18
H -3.092 -4.146 5.187 0.20
H -0.899 -3.182 2.261 0.39
H -1.114 -0.888 -2.685 0.21
H 0.545 -0.500 1.644 0.21
H -0.797 -2.446 7.391 0.25
H -2.748 -1.367 3.958 0.20
H 0.583 0.547 -6.441 0.21
H -4.903 0.080 6.650 0.21
H -5.461 -0.458 5.065 0.21
H -1.688 -1.102 1.209 0.21
H -3.973 0.480 5.208 0.20
H 1.521 -0.938 -2.471 0.22
H -4.419 -2.330 6.320 0.19
H -1.931 -0.562 6.288 0.20
H 1.915 -2.543 1.667 0.24
H 0.293 5.787 -3.346 0.18
H 0.574 -2.209 -1.703 0.20
H 0.788 -3.335 0.541 0.19
H -2.851 -1.040 7.717 0.22
H -2.169 -3.802 3.718 0.19


# 2
14
Properties=species:S:1:pos:R:3:nbo_charge:R:1 method="wB97M-V/def2-TZVPD" de_lowest_kj_mol=14.81 homo_lumo_gap_ev=6.80 largest_force_ha_per_bohr=0.0393 e_lumo_ev=-2.014 e_homo_ev=-8.81 energy_ev=-62090.29843
I -3.616 19.402 12.468 -0.70
Cu -4.358 21.382 14.304 0.71
O -5.158 13.755 15.744 -0.51
O -4.367 14.813 14.042 -0.50
O -3.310 15.002 16.029 -0.64
C -4.201 14.589 15.341 0.99
C -3.592 15.812 13.409 -0.28
C -4.906 12.904 16.857 -0.25
H -2.942 15.400 12.643 0.19
H -5.370 13.303 17.760 0.18
H -4.232 16.597 13.003 0.20
H -3.840 12.816 17.059 0.20
H -5.374 11.956 16.609 0.19
H -2.975 16.432 14.063 0.21


# 3
31
Properties=species:S:1:pos:R:3:nbo_charge:R:1 method="wB97M-V/def2-TZVPD" smiles=c1ccncc1.ClCCl.ClCCl.ClCCl.ClCCl de_lowest_kj_mol=0.00 homo_lumo_gap_ev=10.12 largest_force_ha_per_bohr=0.0169 e_lumo_ev=0.467 e_homo_ev=-9.66 energy_ev=-111213.10693
Cl 0.421 -4.171 5.752 -0.03
Cl 1.354 -2.867 3.290 -0.04
Cl -1.529 -0.712 -0.289 -0.01
Cl -2.488 -4.539 -0.371 -0.03
Cl 0.151 1.537 2.208 -0.03
Cl 1.946 3.684 1.357 -0.02
Cl -0.499 -3.462 -2.252 -0.01
Cl 1.294 -1.278 0.121 -0.03
N -0.601 4.302 -3.362 -0.42
C 1.741 -3.266 4.971 -0.38
C 0.860 2.866 -2.125 -0.28
C -1.297 2.089 -2.755 -0.26
C -0.917 -4.771 -1.152 -0.40
C -0.360 -1.535 0.720 -0.40
C 0.274 3.129 1.460 -0.40
C -0.058 1.835 -2.183 -0.18
C -1.487 3.308 -3.385 0.03
C 0.520 4.088 -2.699 0.04
H 2.616 -3.900 4.973 0.23
H -0.947 -5.701 -1.704 0.23
H -0.576 -2.595 0.814 0.22
H 1.201 4.915 -2.516 0.19
H -0.388 -1.130 1.726 0.23
H 0.164 0.838 -1.825 0.23
H 1.851 -2.341 5.520 0.23
H -2.425 3.518 -3.890 0.19
H -0.101 3.053 0.445 0.23
H -0.330 3.839 2.012 0.22
H -0.167 -4.794 -0.369 0.22
H 1.872 2.702 -1.777 0.23
H -2.095 1.360 -2.713 0.22